No. 1
{"formula": "C30H45B2KN11O7P2", "method": "ωB97M-V with the def2-TZVPD basis set", "symbols": ["K", "O", "C", "O", "C", "O", "C", "C", "O", "O", "H", "H", "H", "H", "H", "C", "C", "N", "N", "C", "B", "N", "C", "C", "C", "N", "N", "C", "C", "C", "N", "N", "C", "C", "C", "N", "H", "H", "H", "H", "H", "H", "H", "H", "H", "H", "H", "H", "C", "P", "C", "C", "C", "P", "C", "C", "H", "H", "H", "H", "H", "H", "H", "H", "H", "H", "H", "H", "H", "H", "H", "H", "N", "C", "N", "C", "N", "C", "C", "C", "O", "B", "O", "C", "C", "C", "H", "H", "H", "H", "H", "H", "H", "H", "H", "H", "H", "H"], "coordinates": [[0.0030, 0.1993, -0.7250], [2.8298, -2.0773, -3.6206], [1.7457, -1.8594, -2.8518], [1.8384, -1.5234, -1.7114], [0.4344, -2.0907, -3.5620], [-0.4633, -1.1322, -3.0851], [-1.8232, -1.5178, -3.1036], [-2.6891, -0.4974, -2.3126], [-3.9033, -0.7471, -2.3059], [-2.0802, 0.4530, -1.7672], [3.5879, -1.8123, -3.0695], [0.0921, -3.1063, -3.3209], [0.5693, -2.0275, -4.6475], [-1.9625, -2.4957, -2.6263], [-2.2154, -1.5845, -4.1261], [4.4501, 0.9454, -2.5144], [3.1417, 1.3772, -2.2240], [2.8120, 1.0805, -0.9782], [3.8758, 0.4732, -0.4367], [4.8831, 0.3784, -1.3322], [3.8529, -0.1034, 0.9974], [3.0042, -1.3929, 1.0509], [3.3226, -2.6384, 0.6277], [2.1993, -3.4267, 0.7510], [1.2164, -2.5529, 1.2494], [1.7133, -1.3406, 1.4316], [3.2898, 0.9165, 1.9793], [2.9399, 0.6398, 3.2586], [2.5162, 1.8081, 3.8428], [2.6598, 2.7659, 2.8215], [3.1295, 2.2256, 1.7085], [5.3413, -0.3618, 1.4114], [6.1097, 0.5547, 2.0360], [7.3847, 0.0429, 2.1425], [7.2929, -1.2199, 1.5348], [6.0643, -1.4511, 1.0946], [5.0040, 1.0490, -3.4332], [2.4341, 1.8772, -2.8688], [5.8260, -0.0811, -1.0842], [4.3185, -2.8683, 0.2967], [2.1021, -4.4701, 0.4967], [0.1837, -2.7481, 1.5016], [3.0068, -0.3625, 3.6482], [2.1325, 1.9550, 4.8384], [2.4252, 3.8187, 2.8552], [5.6994, 1.5013, 2.3501], [8.2449, 0.5069, 2.5954], [8.0631, -1.9654, 1.4051], [-1.5333, 1.5590, -4.6804], [-0.7024, 2.1748, -3.1431], [0.3048, 3.4994, -4.0128], [-2.0690, 3.2940, -2.5726], [-1.6627, 4.0821, -1.3273], [-1.1373, 2.9491, 0.0478], [-2.7913, 2.4647, 0.6815], [-0.7284, 4.2377, 1.3032], [-0.8533, 0.8840, -5.2050], [-1.8032, 2.3842, -5.3431], [-2.4302, 1.0054, -4.4044], [-0.3121, 4.2103, -4.5715], [0.9984, 3.0150, -4.7056], [0.8986, 4.0447, -3.2757], [-2.9180, 2.6483, -2.3425], [-2.3495, 3.9621, -3.3949], [-2.4825, 4.7196, -0.9786], [-0.8103, 4.7306, -1.5574], [-3.4349, 3.3383, 0.8180], [-2.6606, 1.9480, 1.6325], [-3.2435, 1.7671, -0.0249], [-1.5619, 4.9272, 1.4572], [0.1560, 4.7917, 0.9818], [-0.4970, 3.7360, 2.2447], [-2.0621, -0.0390, 3.0107], [-1.5205, 0.6484, 3.8934], [-1.1725, 1.8724, 4.0824], [-0.6429, 2.5322, 5.0584], [-0.1954, 3.2187, 5.8911], [-5.3737, -1.4836, 0.7327], [-4.6385, -2.2639, 1.8245], [-5.6111, -3.2208, 2.5044], [-4.1447, -1.3325, 2.7840], [-2.8069, -1.0403, 2.4430], [-2.3602, -1.9153, 1.4407], [-3.3364, -2.9439, 1.2966], [-2.8931, -4.1108, 2.1897], [-3.4084, -3.4153, -0.1466], [-6.1166, -0.8466, 1.2161], [-5.8775, -2.1532, 0.0332], [-4.6894, -0.8505, 0.1677], [-6.5070, -2.6730, 2.8003], [-5.1691, -3.6579, 3.3995], [-5.8998, -4.0185, 1.8155], [-2.8649, -3.7971, 3.2348], [-1.8833, -4.4009, 1.8954], [-3.5527, -4.9747, 2.0864], [-3.6554, -2.5950, -0.8183], [-4.1614, -4.2010, -0.2483], [-2.4362, -3.8252, -0.4323]], "lumo_energy_ha": [0.131, 0.131], "energy_ev": -98827.7304, "spin_multiplicity": 2, "gap_ha": [0.15097, 0.24489], "s2": 0.7543, "e_above_lowest_kcal_mol": 8.4, "charge": -2}

No. 2
{"formula": "C30H45BClGeN13O3RuSe", "method": "ωB97M-V with the def2-TZVPD basis set", "symbols": ["Ru", "C", "C", "N", "N", "C", "B", "N", "C", "C", "C", "N", "N", "C", "C", "C", "N", "N", "C", "C", "C", "N", "H", "H", "H", "H", "H", "H", "H", "H", "H", "H", "H", "H", "C", "N", "C", "C", "N", "N", "C", "N", "N", "H", "H", "H", "H", "H", "H", "H", "H", "H", "H", "H", "C", "Ge", "C", "C", "C", "Se", "C", "H", "H", "H", "H", "H", "H", "H", "H", "H", "H", "H", "H", "H", "H", "C", "C", "C", "C", "Cl", "C", "C", "C", "O", "C", "C", "O", "O", "H", "H", "H", "H", "H", "H", "H", "H"], "coordinates": [[1.1016, -0.1349, -0.5343], [0.5904, 1.4005, 3.4075], [0.1747, 1.3487, 2.0811], [1.0711, 0.6676, 1.3670], [2.0599, 0.2762, 2.1954], [1.7909, 0.7155, 3.4336], [3.4062, -0.3188, 1.6571], [3.1783, -1.6951, 1.0108], [3.7198, -2.9076, 1.2074], [3.2702, -3.7519, 0.2102], [2.4428, -2.9591, -0.5781], [2.4098, -1.7193, -0.1008], [3.7704, 0.6690, 0.4932], [4.9185, 1.2616, 0.1459], [4.6754, 2.1187, -0.9161], [3.3214, 1.9740, -1.1762], [2.7889, 1.0788, -0.3342], [4.4042, -0.3119, 2.7676], [5.1954, 0.6858, 3.2572], [5.7303, 0.2531, 4.4401], [5.1909, -1.0359, 4.6169], [4.3894, -1.3682, 3.6252], [0.0902, 1.8779, 4.2310], [-0.7339, 1.7191, 1.6388], [2.4807, 0.5227, 4.2386], [4.3659, -3.0777, 2.0504], [3.5055, -4.7932, 0.0840], [1.8627, -3.2306, -1.4457], [5.8252, 1.0627, 0.6900], [5.3740, 2.7801, -1.3964], [2.7017, 2.4797, -1.8987], [5.2854, 1.6401, 2.7687], [6.4063, 0.7856, 5.0849], [5.3568, -1.7278, 5.4269], [-2.4597, -2.7554, -2.4181], [-1.3225, -2.5485, -3.3157], [-1.4582, -2.9243, -4.7243], [-0.2869, -1.8123, -2.8877], [-0.2425, -1.2554, -1.7178], [0.7798, -1.6914, -3.7634], [1.9209, -0.9936, -3.4728], [2.9258, -1.1375, -4.3514], [1.9967, -0.2050, -2.4460], [-3.0667, -3.5619, -2.8165], [-3.0736, -1.8562, -2.3247], [-2.1136, -3.0682, -1.4321], [-2.3825, -3.4808, -4.8361], [-0.6565, -3.5944, -5.0445], [-1.5052, -2.0505, -5.3761], [-1.0876, -1.4057, -1.1844], [0.7727, -2.2725, -4.5849], [2.8349, -1.6865, -5.1888], [3.8034, -0.6683, -4.2065], [2.9210, 0.2063, -2.3935], [-2.7319, 4.3499, -1.9138], [-1.4748, 4.6853, -0.4579], [-2.2807, 4.2357, 1.2593], [-0.7114, 6.4705, -0.5668], [0.0777, 3.4218, -0.5992], [-0.4711, 1.6739, -1.2559], [-0.0117, 2.0359, -3.1041], [-3.6885, 4.8041, -1.6547], [-2.9114, 3.2848, -2.0661], [-2.3958, 4.7984, -2.8487], [-3.1419, 4.8697, 1.4659], [-1.5668, 4.3595, 2.0745], [-2.6311, 3.2005, 1.2449], [-1.4851, 7.2236, -0.4213], [-0.2702, 6.6239, -1.5518], [0.0581, 6.6257, 0.1887], [0.4823, 3.2682, 0.4005], [0.8914, 3.7896, -1.2250], [-0.6123, 2.8955, -3.3962], [-0.3014, 1.1772, -3.7052], [1.0446, 2.2521, -3.2320], [-4.8514, -4.2157, 0.6902], [-5.1022, -2.9051, 1.3776], [-6.3881, -2.3980, 1.4883], [-6.6260, -1.2076, 2.1573], [-8.2420, -0.5959, 2.2641], [-5.5848, -0.5092, 2.7373], [-4.2916, -1.0021, 2.6355], [-4.0541, -2.1853, 1.9550], [-2.8090, -2.7807, 1.8214], [-1.6522, -2.0750, 2.1940], [-1.2226, -1.1375, 1.0739], [0.0074, -1.3678, 0.6659], [-1.9442, -0.2941, 0.5811], [-5.7563, -4.5680, 0.1992], [-4.5267, -4.9798, 1.3978], [-4.0627, -4.1228, -0.0567], [-7.2180, -2.9391, 1.0534], [-5.7778, 0.4133, 3.2659], [-3.4968, -0.4329, 3.0935], [-0.8824, -2.8061, 2.4232], [-1.8068, -1.4601, 3.0837]], "lumo_energy_ha": -0.230, "energy_ev": -194987.4667, "spin_multiplicity": 1, "gap_ha": 0.20472, "e_above_lowest_kcal_mol": 12.0, "charge": 2}

No. 3
{"formula": "C30H45BrCaCl3F2ILiNO15V", "method": "ωB97M-V with the def2-TZVPD basis set", "symbols": ["C", "C", "C", "C", "C", "C", "C", "C", "C", "C", "C", "C", "O", "I", "C", "O", "C", "C", "C", "C", "O", "O", "C", "C", "C", "O", "Br", "C", "O", "H", "H", "H", "H", "H", "H", "H", "H", "H", "H", "H", "H", "H", "H", "H", "H", "H", "H", "H", "H", "H", "H", "H", "H", "H", "H", "O", "Cl", "O", "O", "O", "O", "V", "O", "Ca", "C", "C", "N", "H", "H", "H", "C", "Cl", "Cl", "H", "H", "F", "C", "O", "C", "C", "O", "C", "C", "O", "C", "H", "H", "H", "H", "H", "H", "H", "H", "H", "H", "H", "H", "H", "H", "F", "Li"], "coordinates": [[-1.7197, -8.5680, 3.7894], [-2.5946, -8.3536, 2.5268], [-2.1717, -9.2890, 1.3751], [-1.1492, -8.7221, 0.3644], [-0.0052, -7.8685, 0.9470], [0.9388, -7.4226, -0.1918], [1.6612, -6.0774, 0.0263], [1.9640, -5.4101, -1.3583], [2.5201, -4.0193, -1.2377], [3.8319, -3.7105, -1.2631], [4.8485, -4.8216, -1.4618], [6.2939, -4.4273, -1.0962], [7.0868, -4.1076, -1.9121], [6.7861, -4.4521, 1.0237], [4.1884, -2.2677, -1.0871], [5.1983, -1.8569, -0.5499], [3.2090, -1.1929, -1.5546], [3.8505, 0.1632, -1.9812], [3.9087, 1.2368, -0.7995], [4.0602, 2.6896, -1.3388], [3.1404, 3.1233, -1.9705], [5.1639, 3.3899, -1.1190], [1.8761, -1.4847, -1.5284], [0.8570, -0.4430, -1.9375], [0.0402, -0.8912, -3.1752], [0.5143, -0.9009, -4.2591], [-1.7876, -1.4531, -2.8393], [1.5098, -2.8980, -1.0742], [0.4047, -3.0642, -0.6270], [-1.6712, -9.6064, 4.1389], [-0.6913, -8.1820, 3.6560], [-2.1892, -7.9721, 4.6086], [-2.5112, -7.3043, 2.2244], [-3.6390, -8.5336, 2.8099], [-3.0913, -9.4930, 0.8123], [-1.8618, -10.2545, 1.8137], [-1.6883, -8.1268, -0.3879], [-0.7326, -9.5974, -0.1641], [0.5424, -8.5164, 1.6592], [-0.3925, -7.0274, 1.5410], [1.6557, -8.2200, -0.4282], [0.3011, -7.2863, -1.0832], [1.0906, -5.3791, 0.6589], [2.6003, -6.2675, 0.5786], [2.6335, -6.0995, -1.8839], [1.0011, -5.4167, -1.8888], [4.5680, -5.7615, -0.9716], [4.8717, -5.0603, -2.5395], [4.8998, 0.0208, -2.2692], [3.3521, 0.6263, -2.8402], [4.8089, 1.0078, -0.1872], [2.9713, 1.1391, -0.2159], [5.8942, 2.8146, -0.8422], [1.2890, 0.5402, -2.1559], [0.1736, -0.2882, -1.0874], [5.2995, 2.5250, 3.7972], [5.5329, 3.2748, 2.5840], [6.6156, 4.1873, 2.7556], [4.3260, 3.9811, 2.2112], [5.8588, 2.3253, 1.5185], [-4.2070, -4.9941, -2.4783], [-4.0013, -6.0802, -1.1781], [-3.7505, -7.1768, 0.1366], [2.9369, -0.4118, 1.0950], [-0.3563, 3.4097, 2.1778], [0.2969, 2.5033, 1.2512], [0.8392, 1.7806, 0.5401], [0.0254, 4.4197, 2.0351], [-1.4329, 3.4118, 2.0097], [-0.1503, 3.0918, 3.1994], [2.2791, 5.5391, 4.6378], [1.2806, 6.7323, 3.8037], [1.3053, 4.1618, 5.1918], [3.0410, 5.1750, 3.9540], [2.7426, 6.0052, 5.4997], [-2.4617, 4.9149, 1.2357], [-3.4389, 8.4570, -4.0497], [-4.4932, 7.9347, -3.2643], [-4.3009, 6.5952, -2.8550], [-4.6335, 6.3944, -1.3819], [-3.7603, 7.0212, -0.4643], [-3.7538, 8.4348, -0.4074], [-5.0364, 9.0781, 0.0981], [-6.0921, 8.9500, -0.8338], [-7.3318, 8.5791, -0.2592], [-3.5628, 8.1647, -5.0965], [-3.4796, 9.5439, -3.9838], [-2.4590, 8.1307, -3.6872], [-3.2716, 6.2687, -3.0301], [-4.9715, 5.9662, -3.4524], [-4.5433, 5.3249, -1.1742], [-5.6731, 6.6504, -1.1688], [-3.4476, 8.8603, -1.3647], [-2.9649, 8.6878, 0.3044], [-4.8562, 10.1488, 0.2508], [-5.3020, 8.6357, 1.0643], [-7.2020, 7.8187, 0.5173], [-7.9502, 8.1534, -1.0486], [-7.8361, 9.4567, 0.1550], [-3.2059, 6.5477, 1.9278], [-1.1471, -7.0514, 5.9803]], "lumo_energy_ha": -0.238, "energy_ev": -229488.9022, "spin_multiplicity": 1, "gap_ha": 0.04316, "charge": 1}